# 1
Molecular formula: C6H8INO2
Method: DFT, ωB97M-V/def2-TZVPD

XYZ file:
```
18
Properties=species:S:1:pos:R:3:forces:R:3:lowdin_charge:R:1
C 0.786741 -0.834725 0.054876 -2.7 5.1 -1.1 -0.180
C -1.559743 -0.506362 0.009286 -1.8 -1.1 0.3 -0.476
C 2.001470 -1.153262 -0.176592 2.6 -0.2 0.2 -0.720
C -0.190733 1.317958 -0.454274 3.2 0.2 3.1 0.024
C 2.675754 -2.503457 -0.148463 -0.2 0.5 -0.6 -0.162
C -2.480638 1.713596 0.618489 -1.6 -2.3 -3.6 0.015
N -1.425649 0.872614 -0.032891 0.7 -1.3 -0.4 -0.148
O -2.589421 -1.135329 0.025057 0.2 1.0 0.0 0.116
O -0.433534 -1.312526 0.143688 0.6 -0.6 0.3 0.088
I 3.507570 0.378901 -0.286419 -0.5 0.1 0.0 0.793
H 0.407058 2.206708 0.023622 -1.8 -1.7 -0.3 0.113
H 0.177315 1.219965 -1.421069 -0.1 -0.5 -1.9 0.039
H 2.254141 -2.962174 0.722056 0.2 -1.0 0.4 0.073
H 2.393213 -2.992318 -1.068746 -0.2 -0.7 -0.1 0.076
H 3.774847 -2.477720 -0.148153 -0.6 0.2 0.4 0.045
H -3.290945 0.929224 0.951187 1.5 2.1 -0.5 0.134
H -1.948036 2.215677 1.343421 0.4 1.4 2.0 0.048
H -2.837804 2.414879 -0.239440 0.2 -1.1 1.9 0.123
```
Forces are in eV/Å.

Output
Relative energy (zero: lowest compared OMol25 entry of this formula, charge and spin) = 74.01 kcal/mol
HOMO level = -0.306 Eh
M = 253.04 u
Energy = -20032.576 eV

=====

# 2
Molecular formula: C24H48Br24
Method: DFT, ωB97M-V/def2-TZVPD

XYZ file:
```
96
Properties=species:S:1:pos:R:3:forces:R:3:lowdin_charge:R:1
Br -6.585674 2.854522 3.652160 0.1 -0.1 0.1 0.606
C -6.821674 3.680879 1.890375 0.3 -1.5 -0.4 -0.664
C -5.437474 4.134993 1.372734 -0.4 -2.9 -0.6 -0.643
Br -5.467841 4.109941 -0.603566 0.0 0.1 0.2 0.559
H -7.666917 4.315655 2.091444 0.3 1.0 -0.4 0.037
H -7.220227 2.864056 1.238386 0.6 0.6 0.5 0.039
H -4.680692 3.326677 1.629831 -1.0 1.1 -0.3 0.028
H -5.056709 5.078341 1.609404 0.2 1.4 0.7 0.025
Br 0.489370 1.304370 -7.848532 0.2 -0.2 0.4 0.564
C 0.251856 -0.506231 -7.089662 -0.7 0.1 -0.2 -0.657
C 0.454944 -0.552157 -5.556781 0.2 0.2 -1.6 -0.737
Br -0.276043 -2.134032 -4.794979 -0.3 -0.8 0.2 0.629
H 1.012745 -1.124439 -7.596265 -0.7 0.2 0.2 0.060
H -0.783767 -0.706902 -7.451359 0.9 -0.4 0.6 0.045
H -0.011245 0.248183 -5.020778 -0.1 0.6 0.0 -0.009
H 1.518913 -0.605492 -5.401127 0.3 0.3 0.4 0.020
Br -1.155114 3.016869 4.561380 -0.1 0.6 -0.1 0.631
C -0.475715 1.259403 4.953678 0.4 0.2 1.5 -0.716
C -1.640584 0.332268 4.899409 -0.7 -0.7 1.0 -0.700
Br -1.135141 -1.516274 5.402422 0.1 0.4 -0.2 0.578
H -0.025042 1.320744 5.978194 -0.4 -0.2 -1.0 0.079
H 0.273705 1.070212 4.209618 0.3 -0.3 -0.2 0.004
H -2.056285 0.260892 3.914011 -0.2 0.0 -0.5 -0.005
H -2.435499 0.587897 5.625842 0.6 0.0 -0.5 0.063
Br 0.091244 2.256368 -2.595023 0.3 0.4 0.2 0.671
C -0.659292 3.906706 -1.844137 2.0 2.1 -2.2 -0.596
C 0.387626 4.901703 -1.226330 -0.1 -2.5 -0.1 -0.591
Br 1.264651 4.315966 0.469300 -0.5 0.1 -0.8 0.576
H -1.504575 3.595527 -1.334369 -1.3 -0.3 1.5 -0.004
H -0.988392 4.467794 -2.767899 0.1 -0.7 0.9 0.077
H -0.048399 5.835128 -0.979304 -0.6 0.8 0.1 0.035
H 1.164410 5.008820 -1.981157 0.1 0.1 0.3 0.051
Br 1.903579 -2.825507 -1.508202 0.8 0.2 0.5 0.602
C 3.772727 -2.598716 -0.849236 0.7 -0.1 -0.9 -0.647
C 4.547252 -1.897934 -1.962671 -0.1 -1.2 -1.7 -0.728
Br 6.452672 -1.761432 -1.534092 -0.2 0.0 0.2 0.618
H 4.274908 -3.577058 -0.877490 -0.8 0.0 0.9 0.056
H 3.796307 -2.085940 0.133574 -0.2 -0.5 -0.8 0.025
H 4.243800 -0.898259 -2.217086 -0.3 0.3 0.1 -0.042
H 4.519173 -2.561240 -2.918799 -0.1 1.3 1.7 0.090
Br 3.751378 1.299602 -0.108978 0.3 -0.2 -0.1 0.691
C 4.798449 0.499014 1.333383 -2.5 -1.5 1.3 -0.637
C 4.416734 1.313782 2.589249 -0.8 -1.2 -0.5 -0.707
Br 5.208853 0.582615 4.176938 0.5 -0.1 0.5 0.691
H 5.798961 0.543447 1.042072 1.6 0.4 -0.2 0.023
H 4.544195 -0.623185 1.442577 0.2 2.0 -0.2 0.028
H 3.326665 1.276594 2.819990 0.8 0.1 -0.6 0.048
H 4.756562 2.317240 2.488336 0.1 0.8 0.0 0.038
Br 5.824257 -3.008090 2.532090 -0.4 0.0 0.3 0.607
C 4.184771 -2.790821 3.619952 -1.1 -2.2 -1.1 -0.734
C 4.357887 -3.454449 4.957482 0.2 -0.9 0.9 -0.645
Br 2.626556 -3.202859 5.960072 0.8 -0.1 -0.5 0.539
H 3.339173 -3.325729 3.078361 1.2 0.7 0.4 0.067
H 3.970344 -1.755559 3.641475 -0.1 0.9 0.3 -0.047
H 5.134149 -2.930733 5.585796 -0.8 -0.9 -0.7 0.069
H 4.488377 -4.612243 4.865367 0.0 2.4 0.3 0.097
Br -2.780154 -3.256696 0.489327 0.4 -0.1 0.4 0.688
C -1.861254 -4.020497 2.061692 -0.2 -0.3 0.7 -0.650
C -0.680543 -4.804224 1.587447 1.5 0.9 -1.0 -0.733
Br 0.414523 -5.515835 3.028134 0.0 0.2 0.4 0.614
H -2.572433 -4.725913 2.528940 0.2 0.8 -0.1 0.070
H -1.531783 -3.217260 2.743462 -0.6 -0.2 -0.4 0.021
H 0.025099 -4.147245 0.982193 -1.0 -1.1 0.6 0.043
H -0.981725 -5.712327 1.100968 -0.1 0.0 -0.7 0.037
Br 8.110916 2.992123 -3.518746 -0.5 -0.7 -0.3 0.606
C 6.571839 1.750446 -3.364641 -0.8 0.7 0.1 -0.658
C 5.447173 2.234894 -4.319440 1.7 0.0 0.7 -0.680
Br 3.719775 1.347756 -4.158757 0.5 0.0 0.0 0.627
H 6.443268 1.737476 -2.290586 -0.8 0.2 0.0 0.019
H 6.772780 0.757479 -3.653042 1.1 -1.1 -0.3 0.020
H 5.902271 2.066814 -5.313191 -0.9 0.3 0.3 0.068
H 5.312021 3.273067 -4.086605 -0.5 0.5 -0.4 0.031
Br -6.942789 -1.392389 -2.672036 0.5 0.3 -0.7 0.584
C -5.669522 -0.909705 -4.094672 0.9 -0.9 -0.1 -0.718
C -4.611285 0.070293 -3.665501 -0.4 0.8 0.6 -0.693
Br -3.497439 0.403914 -5.229068 0.1 0.1 0.0 0.638
H -6.173221 -0.573646 -4.979844 -0.7 0.3 -0.1 0.041
H -5.107842 -1.795446 -4.413994 -0.6 -0.2 0.4 0.054
H -3.950110 -0.348368 -2.889414 -0.4 0.4 -0.3 0.055
H -5.050300 1.055400 -3.398672 0.5 -0.7 0.1 0.066
Br -2.076819 1.525487 1.133160 -0.1 0.2 0.5 0.661
C -0.964897 0.338251 0.121242 0.8 1.2 -1.4 -0.713
C 0.507156 0.453520 0.531528 -2.1 -1.5 -0.6 -0.725
Br 0.690658 -0.836153 1.921646 0.8 -0.5 1.1 0.703
H -1.126244 0.648036 -0.917116 0.2 -0.1 0.3 -0.016
H -1.312584 -0.654177 0.211448 -0.5 -1.0 0.3 -0.028
H 0.746821 1.402464 0.878506 0.5 1.6 0.6 -0.036
H 1.161123 0.146415 -0.248232 0.4 -0.2 -0.7 -0.024
Br -5.739684 -2.836397 3.770187 0.4 -0.3 0.8 0.673
C -5.790887 -2.043965 2.044349 0.0 0.2 -0.9 -0.763
C -5.079699 -0.706150 2.020346 -0.1 -1.4 -1.0 -0.659
Br -5.291298 0.173482 0.271915 -0.1 -0.3 0.5 0.573
H -6.827916 -1.971842 1.850071 -1.1 0.6 -0.2 0.032
H -5.438749 -2.749803 1.315180 0.6 -0.2 -0.1 -0.005
H -4.026793 -0.874940 2.181489 0.3 0.4 0.1 0.017
H -5.554380 -0.115269 2.743235 -0.2 1.3 0.9 0.005
```
Forces are in eV/Å.

Output
Relative energy (zero: lowest compared OMol25 entry of this formula, charge and spin) = 23.73 kcal/mol
SMILES string = BrCCBr.BrCCBr.BrCCBr.BrCCBr.BrCCBr.BrCCBr.BrCCBr.BrCCBr.BrCCBr.BrCCBr.BrCCBr.BrCCBr
HOMO level = -0.358 Eh
M = 2254.34 u
Energy = -1706687.072 eV

=====

# 3
Molecular formula: C7H8N3O4S
Method: DFT, ωB97M-V/def2-TZVPD

XYZ file:
```
23
Properties=species:S:1:pos:R:3:forces:R:3:lowdin_charge:R:1
C -0.302221 -0.833817 0.444935 0.3 0.1 -0.6 0.040
C 1.505330 -2.448548 0.429483 -0.6 -0.5 0.4 -0.031
C -0.174732 1.394943 -0.592102 -0.3 -0.4 0.5 -0.030
C -0.880695 0.365061 0.023267 0.0 0.3 -0.3 -0.224
C 2.780996 -2.485183 0.129797 1.0 0.1 -0.2 -0.137
C 2.181204 0.962695 -0.428230 1.0 -0.1 0.2 -0.223
C -2.304782 0.619642 0.441847 -0.1 -0.3 0.0 -0.040
N 1.129546 1.527608 -0.715299 0.1 0.5 -0.5 0.155
N 3.252213 0.503671 -0.215462 0.0 -0.1 -0.1 0.017
N 0.676947 -1.484597 -0.169737 -0.4 0.4 -0.4 -0.115
O 3.901046 -2.514158 -0.129986 -0.3 -0.2 0.0 0.223
O 5.032507 1.451263 1.342039 0.2 0.2 0.4 -0.374
O 5.690978 0.909844 -0.980555 -0.5 -1.2 0.3 -0.251
O 1.114733 -1.059245 -1.413330 0.2 0.1 0.2 0.045
S 4.973086 0.408638 0.374253 0.2 0.7 -0.9 0.967
H -0.725166 -1.348210 1.299527 0.2 -0.1 0.2 0.164
H 1.082192 -3.102050 1.174817 0.1 -0.1 0.0 0.144
H -0.720081 2.276512 -0.910192 -0.2 -0.1 0.0 0.140
H -2.690052 1.517898 -0.027709 -0.1 0.1 0.0 0.086
H -2.361837 0.744571 1.522571 -0.1 0.1 0.1 0.096
H -2.943026 -0.217515 0.168272 -0.1 0.1 0.0 0.088
H 6.056091 1.801160 -1.014041 -0.2 0.5 0.4 0.093
H 0.554564 -1.444655 -2.109042 -0.2 -0.2 0.3 0.168
```
Forces are in eV/Å.

Output
Relative energy (zero: lowest compared OMol25 entry of this formula, charge and spin) = 0.00 kcal/mol
Charge = +1
HOMO level = -0.454 Eh
M = 230.23 u
Energy = -30871.925 eV

=====

# 4
Molecular formula: C5H10O
Method: DFT, ωB97M-V/def2-TZVPD

XYZ file:
```
16
Properties=species:S:1:pos:R:3:forces:R:3:lowdin_charge:R:1
C -1.433701 0.485504 1.243655 0.0 0.0 0.0 -0.045
C -0.230472 -0.123230 0.608597 0.1 0.0 0.1 -0.328
C 1.097500 0.034184 0.712236 -0.1 0.1 0.1 -0.069
C 1.425254 -1.034306 -0.309658 0.2 -0.1 -0.1 -0.163
C -0.118601 -1.209396 -0.443368 -0.1 -0.1 -0.1 -0.138
H -1.832276 -0.182268 2.017443 0.0 0.1 -0.1 0.081
H -2.223386 0.645664 0.501470 0.1 0.0 0.1 0.082
H -1.199280 1.447491 1.709969 0.0 -0.2 0.0 0.082
H 1.724225 0.681173 1.322296 -0.1 -0.1 -0.1 0.107
H 1.934090 -0.701610 -1.222672 -0.1 0.0 0.2 0.101
H 1.948279 -1.911807 0.084192 -0.1 0.1 -0.1 0.100
H -0.504803 -2.193523 -0.155033 0.1 0.1 0.0 0.109
H -0.535080 -0.943425 -1.423176 0.1 -0.1 0.1 0.102
O -0.189852 2.026699 -1.554809 0.1 -0.1 -0.1 -0.058
H -0.165463 1.368656 -2.259664 0.0 0.2 0.1 0.034
H 0.303567 1.610193 -0.831478 -0.1 0.1 -0.1 0.004
```
Forces are in eV/Å.

Output
Relative energy (zero: lowest compared OMol25 entry of this formula, charge and spin) = 34.88 kcal/mol
SMILES string = CC1=CCC1.O
HOMO level = -0.344 Eh
M = 86.13 u
Energy = -7393.253 eV

=====

no.,orbital gap (eV)
1,7.757
2,9.831
3,7.417
4,10.333